1.
72
Properties=species:S:1:pos:R:3:lowdin_charge:R:1 method="wB97M-V/def2-TZVPD" e_homo_ev=-8.34 charge=0 gap_ev=8.35
C -1.39 -3.00 2.12 -0.091
C -2.11 -2.95 0.77 -0.257
C -3.44 -2.20 0.78 -0.209
C -4.29 -2.47 -0.47 -0.193
N -4.36 -1.40 -1.49 -0.203
C -3.12 -0.64 -1.66 -0.202
C -3.03 0.12 -2.97 -0.215
C -1.63 0.65 -3.23 -0.254
C -0.63 -0.46 -3.67 -0.423
P 0.98 -0.47 -2.78 0.902
C 0.50 -0.90 -1.05 -0.446
C 1.49 -0.32 -0.04 -0.261
C 0.93 0.97 0.58 -0.101
C 1.97 1.90 1.15 -0.447
O 1.88 3.13 1.06 0.092
O 2.99 1.27 1.79 -0.026
C 4.31 1.74 1.46 -0.202
C 5.17 0.58 0.96 -0.054
C -5.52 -0.63 -1.42 -1.096
S -6.39 -0.23 -2.74 0.720
S -6.03 -0.05 0.18 0.905
C -7.84 -0.20 0.07 -0.505
C -8.47 -0.13 1.46 -0.326
C -8.38 1.28 2.05 -0.114
H -1.02 -4.01 2.29 0.068
H -2.05 -2.78 2.95 0.069
H -0.52 -2.36 2.16 0.057
H -1.44 -2.58 -0.01 0.068
H -2.34 -3.97 0.47 0.104
H -3.99 -2.59 1.63 0.109
H -3.31 -1.13 0.98 0.096
H -3.94 -3.36 -0.98 0.121
H -5.30 -2.69 -0.16 0.100
H -3.03 0.11 -0.86 0.124
H -2.27 -1.30 -1.55 0.094
H -3.71 0.97 -2.92 0.094
H -3.38 -0.50 -3.79 0.114
H -1.25 1.23 -2.39 0.088
H -1.71 1.35 -4.06 0.104
H -1.12 -1.42 -3.54 0.070
H -0.39 -0.35 -4.72 0.058
H 1.27 0.90 -2.65 -0.050
H -0.50 -0.53 -0.82 0.047
H 0.47 -1.98 -0.98 0.065
H 1.72 -1.04 0.73 0.107
H 2.45 -0.08 -0.51 0.087
H 0.38 1.52 -0.17 0.113
H 0.22 0.72 1.37 0.131
H 4.75 2.17 2.36 0.116
H 4.25 2.51 0.70 0.115
H 4.56 -0.30 0.84 0.070
H 5.59 0.82 -0.02 0.069
H 5.99 0.37 1.64 0.061
H -8.02 -1.18 -0.36 0.071
H -8.23 0.55 -0.61 0.056
H -9.51 -0.42 1.33 0.106
H -7.98 -0.86 2.09 0.097
H -8.63 2.00 1.27 0.074
H -9.09 1.41 2.85 0.069
H -7.37 1.47 2.39 0.061
C 10.04 3.14 0.70 -0.108
C 9.34 2.09 1.56 -0.262
C 9.57 0.66 1.06 -0.195
C 9.01 0.46 -0.28 -0.243
N 8.54 0.31 -1.31 0.150
H 9.66 3.13 -0.32 0.073
H 9.88 4.14 1.10 0.072
H 11.12 2.96 0.66 0.076
H 8.27 2.30 1.60 0.102
H 9.72 2.16 2.58 0.108
H 9.10 -0.05 1.74 0.114
H 10.63 0.43 1.04 0.119

=====

2.
81
Properties=species:S:1:pos:R:3:lowdin_charge:R:1 method="wB97M-V/def2-TZVPD" e_homo_ev="-3.72 / -4.96" spin_multiplicity=2 charge=-1 gap_ev="6.00 / 7.05"
Sn 0.08 1.37 0.33 1.265
O -4.23 3.89 -1.95 0.099
C -3.18 3.24 -1.45 -0.524
O -3.00 2.08 -1.56 0.121
C -2.34 4.35 -0.83 -0.089
O -1.01 3.85 -0.60 -0.223
C -0.08 4.78 -0.09 -0.132
C 1.17 4.24 0.57 -0.597
O 1.97 5.01 1.06 0.070
O 1.35 2.93 0.63 -0.257
H -4.83 3.17 -2.24 0.141
H -2.82 4.68 0.09 0.127
H -2.20 5.14 -1.59 0.147
H -0.49 5.25 0.76 0.113
H 0.21 5.56 -0.79 0.139
S 2.29 -0.61 2.32 0.506
C 0.83 0.19 2.31 -1.005
C 0.36 5.11 4.30 -0.075
C -1.09 4.83 4.55 -0.160
C -1.45 3.34 4.32 -0.313
C -2.89 3.01 4.81 -0.160
C -3.17 1.49 4.82 -0.072
C -0.51 2.48 5.10 -0.408
O -0.35 2.56 6.33 0.047
N 0.34 1.60 4.43 0.234
C 0.05 1.21 3.11 -0.575
O -0.34 -0.12 2.97 -0.039
N -0.75 2.11 2.34 0.060
C -1.50 3.04 2.87 -0.502
O -2.34 3.63 2.16 -0.001
H 0.54 6.18 4.49 0.084
H 0.68 4.93 3.31 0.044
H 1.11 4.59 4.93 0.094
H -1.71 5.40 3.85 0.121
H -1.44 5.10 5.53 0.109
H -3.59 3.54 4.14 0.112
H -3.07 3.45 5.82 0.125
H -3.14 0.94 3.86 0.090
H -4.16 1.27 5.19 0.062
H -2.46 1.07 5.54 0.076
H 0.87 1.06 5.06 0.146
C -0.69 -3.75 -4.68 -0.234
Si -0.48 -2.12 -3.82 0.277
C 0.26 -0.75 -4.89 -0.237
C -2.13 -1.51 -3.11 -0.240
Sb 1.00 -2.14 -1.71 0.826
Si 3.13 -2.74 -2.94 0.300
C 4.30 -3.12 -1.51 -0.261
C 3.20 -4.11 -4.25 -0.192
C 3.69 -1.05 -3.65 -0.230
Si 0.70 -4.43 -0.60 0.299
C 1.92 -4.63 0.84 -0.220
C 0.90 -5.83 -1.90 -0.218
C -0.93 -4.80 0.22 -0.247
H -1.33 -3.66 -5.61 0.052
H -1.16 -4.39 -3.95 0.009
H 0.32 -4.14 -4.84 0.003
H -0.48 -0.49 -5.64 0.019
H 1.17 -1.18 -5.34 0.013
H 0.52 0.07 -4.22 0.031
H -3.06 -1.89 -3.55 0.023
H -2.18 -0.46 -3.28 -0.003
H -2.12 -1.68 -2.00 0.024
H 4.17 -4.18 -1.25 0.003
H 4.01 -2.53 -0.61 0.031
H 5.38 -2.97 -1.72 0.035
H 2.56 -4.95 -4.03 0.001
H 4.16 -4.50 -4.32 0.008
H 2.98 -3.71 -5.16 -0.020
H 3.86 -0.36 -2.83 0.028
H 2.87 -0.58 -4.22 -0.007
H 4.55 -1.07 -4.26 0.004
H 2.96 -4.63 0.45 0.011
H 1.74 -5.56 1.35 0.021
H 1.77 -3.87 1.57 -0.003
H 1.88 -6.24 -2.10 0.017
H 0.48 -5.56 -2.83 -0.034
H 0.26 -6.67 -1.64 0.018
H -1.10 -4.27 1.15 0.028
H -0.98 -5.88 0.47 0.040
H -1.79 -4.60 -0.44 0.024

=====

3.
72
Properties=species:S:1:pos:R:3:lowdin_charge:R:1 method="wB97M-V/def2-TZVPD" e_homo_ev="-17.76 / -19.44" spin_multiplicity=5 charge=+4 gap_ev="6.33 / 4.26"
Pt 0.00 0.48 0.53 0.727
P 2.30 1.13 0.64 0.720
P -0.82 1.83 2.40 0.715
P -0.54 1.90 -1.07 0.579
H -1.74 -6.97 -5.37 0.126
C -1.37 -6.34 -6.17 0.224
C -0.10 -6.43 -6.62 0.257
H 0.60 -7.14 -6.18 0.131
C 3.56 0.25 1.59 -0.165
C 2.78 2.87 1.17 -0.137
C 3.03 1.06 -0.98 -0.237
C -2.54 1.67 2.83 -0.246
C -0.04 1.64 4.12 -0.154
C -0.66 3.66 2.24 -0.191
C -0.35 1.17 -2.73 -0.217
C 0.28 3.53 -1.30 -0.205
C -2.28 2.47 -1.15 -0.234
H -2.07 -5.63 -6.62 0.122
H 0.26 -5.81 -7.43 0.131
H 3.52 -0.83 1.37 0.092
H 3.46 0.37 2.69 0.064
H 4.54 0.62 1.30 0.092
H 2.54 2.98 2.29 0.080
H 2.13 3.60 0.68 0.056
H 3.77 3.02 1.05 0.042
H 3.03 0.02 -1.30 0.067
H 4.07 1.43 -0.94 0.089
H 2.47 1.65 -1.71 0.031
H -2.79 2.29 3.70 0.092
H -2.79 0.62 3.04 0.056
H -3.15 1.99 1.97 0.048
H -0.32 2.42 4.73 0.064
H 1.11 1.71 4.02 0.066
H -0.22 0.66 4.48 0.071
H -1.05 4.13 3.15 0.093
H -1.21 4.00 1.37 0.055
H 0.41 3.97 2.13 0.053
H -0.47 1.94 -3.51 0.089
H -1.10 0.39 -2.87 0.046
H 0.64 0.71 -2.83 0.046
H -0.22 4.07 -2.14 0.089
H 1.34 3.43 -1.55 0.047
H 0.18 4.14 -0.40 0.039
H -2.35 3.31 -1.87 0.087
H -2.63 2.82 -0.17 0.038
H -2.92 1.65 -1.48 0.040
C -2.20 -1.82 -1.27 -0.563
C -1.03 -2.38 -1.81 -0.117
C -1.09 -3.28 -2.87 -0.042
C -2.32 -3.66 -3.41 -0.023
C -3.49 -3.11 -2.88 -0.018
C -3.44 -2.21 -1.82 -0.083
Se -2.27 -0.58 0.18 0.952
H 0.69 -0.53 -0.49 -0.017
H -0.07 -2.08 -1.38 0.065
H -0.16 -3.70 -3.27 0.118
H -2.36 -4.37 -4.24 0.100
H -4.46 -3.40 -3.29 0.135
H -4.35 -1.79 -1.41 0.120
N 1.29 1.78 2.37 -0.477
C 1.33 -0.06 2.88 -0.383
C 1.81 -0.54 4.00 -0.078
C 1.56 -1.89 4.28 0.038
C 0.80 -2.66 3.42 0.002
C 0.31 -2.07 2.27 -0.098
N 0.58 -0.80 2.06 -0.162
H 0.81 2.39 1.34 0.016
H 1.21 2.98 3.13 0.245
H 2.38 0.04 4.72 0.159
H 1.94 -2.34 5.21 0.158
H 0.56 -3.71 3.63 0.146
H -0.33 -2.62 1.54 0.129

=====

4.
78
Properties=species:S:1:pos:R:3:lowdin_charge:R:1 method="wB97M-V/def2-TZVPD" e_homo_ev="-13.14 / -13.65" spin_multiplicity=3 charge=+2 gap_ev="6.24 / 5.63"
W -0.05 2.04 0.81 1.271
C 4.37 1.99 0.17 0.025
N 2.94 2.17 -0.15 -0.137
C 2.63 2.76 -1.40 -0.051
C 1.38 2.91 -1.84 -0.095
N 0.27 2.52 -1.14 -0.103
C 2.00 1.79 0.64 -0.767
S 1.74 1.19 2.17 0.755
C -1.04 2.57 -1.56 -0.346
C -1.63 3.17 -2.67 0.037
C -3.01 3.10 -2.73 -0.008
C -3.75 2.50 -1.71 -0.022
C -3.08 1.97 -0.63 -0.107
N -1.74 1.97 -0.59 -0.120
H 4.87 2.95 0.10 0.113
H 4.81 1.28 -0.53 0.106
H 4.46 1.60 1.18 0.094
H 3.49 3.06 -1.98 0.136
H 1.23 3.32 -2.83 0.137
H -1.05 3.67 -3.43 0.125
H -3.52 3.54 -3.57 0.131
H -4.83 2.46 -1.75 0.124
H -3.60 1.51 0.21 0.124
C 0.57 5.46 3.97 0.006
C -0.61 4.63 3.50 -0.527
C -1.94 5.36 3.63 0.009
O -0.64 3.34 4.14 -0.002
C -0.40 4.11 2.08 -0.494
O -1.35 3.46 1.47 -0.092
O 0.73 4.00 1.54 -0.025
H 0.40 5.76 5.00 0.104
H 0.68 6.36 3.37 0.107
H 1.49 4.88 3.92 0.094
H -2.12 5.59 4.68 0.105
H -2.76 4.75 3.26 0.094
H -1.92 6.30 3.08 0.107
H -0.92 3.45 5.06 0.124
C 1.96 -0.59 -2.34 -0.202
Si 2.09 -2.06 -1.19 0.349
C 2.54 -3.61 -2.13 -0.192
C 3.34 -1.75 0.17 -0.199
Si -0.05 -2.47 -0.26 0.214
Te -1.03 -0.58 1.17 0.760
Si -1.81 -2.54 -1.90 0.347
C -1.86 -0.92 -2.84 -0.197
C -1.35 -3.94 -3.06 -0.194
C -3.44 -2.88 -1.06 -0.207
Si -0.17 -4.22 1.37 0.333
C -1.78 -4.15 2.31 -0.214
C -0.04 -5.82 0.41 -0.199
C 1.30 -4.00 2.51 -0.207
H 2.96 -0.26 -2.66 0.045
H 1.46 0.25 -1.86 -0.008
H 1.40 -0.84 -3.24 0.033
H 3.51 -3.48 -2.62 0.049
H 1.81 -3.87 -2.89 0.024
H 2.64 -4.47 -1.45 0.032
H 4.30 -1.49 -0.27 0.042
H 3.49 -2.65 0.78 0.026
H 3.04 -0.95 0.86 -0.017
H -1.01 -0.85 -3.53 0.029
H -1.83 -0.05 -2.18 -0.007
H -2.77 -0.88 -3.43 0.048
H -0.44 -3.71 -3.62 0.026
H -2.15 -4.09 -3.78 0.050
H -1.19 -4.88 -2.54 0.029
H -3.70 -2.15 -0.29 0.018
H -3.45 -3.87 -0.59 0.030
H -4.24 -2.87 -1.80 0.046
H -2.63 -4.37 1.67 0.027
H -1.96 -3.19 2.81 0.004
H -1.76 -4.91 3.10 0.048
H -0.91 -5.96 -0.25 0.028
H -0.01 -6.67 1.09 0.049
H 0.86 -5.86 -0.21 0.027
H 1.35 -2.99 2.93 0.029
H 2.23 -4.21 1.99 0.025
H 1.23 -4.70 3.35 0.047

=====

E_tot: -2261.725020, -3296.888694, -4516.384445, -3144.960319 (Eh)